1.
One molecule with the formula C3H3N2OP in a non-equilibrium geometry. Source: the Open Molecules 2025 dataset; level of theory: wB97M-V/def2-TZVPD.

Gap between HOMO and LUMO (alpha / beta) ... 7.85 / 7.86 eV
LUMO (alpha / beta) ... -0.037 / -0.037 hartree
Largest force on an atom ... 0.1056 Eh/bohr
Total energy ... -642.07076 Ha

XYZ file:
```
10
Properties=species:S:1:pos:R:3:forces:R:3:mulliken_charge:R:1
O -3.005 0.545 -0.072 5.39 -0.48 0.46 -0.609
N -1.558 0.305 0.031 -4.55 0.66 -0.01 0.611
N -0.714 1.271 0.129 -2.03 1.48 -0.32 -0.553
C 0.573 1.088 0.065 1.03 -1.17 -0.10 0.070
C 1.211 -0.140 -0.029 1.36 0.01 -0.48 -0.287
C 0.440 -1.304 -0.007 0.32 -1.20 0.03 -0.125
P -1.276 -1.336 0.074 0.06 -0.37 -0.17 -0.033
H 1.209 1.953 0.039 -0.23 0.54 0.20 0.372
H 2.339 0.004 -0.178 -1.72 -1.09 0.34 0.248
H 0.781 -2.385 -0.052 0.38 1.63 0.04 0.307
```
Positions in Å, forces in eV/Å.

=====

2.
A 2-piece molecular cluster, C3H3N2OP overall in a non-equilibrium geometry. Source: the Open Molecules 2025 dataset; level of theory: wB97M-V/def2-TZVPD.

Gap between HOMO and LUMO ... 6.38 eV
LUMO ... -0.072 hartree
Largest force on an atom ... 0.0623 Eh/bohr
Total energy ... -642.06982 Ha

XYZ file:
```
10
Properties=species:S:1:pos:R:3:forces:R:3:mulliken_charge:R:1
C -3.502 0.733 0.979 0.34 0.20 1.02 0.239
C 1.854 -1.527 -0.605 -0.62 -3.00 -0.96 -0.317
C 2.246 0.775 -0.096 0.85 0.90 -2.63 -0.401
N -3.909 1.719 1.406 -0.30 0.40 0.07 -0.256
N 2.256 -0.415 -0.507 -0.49 1.57 0.61 -0.005
O -3.173 -0.688 -0.976 1.03 -0.87 1.04 -0.384
P -2.622 -0.735 0.421 -1.02 0.25 -2.16 0.395
H 2.532 -2.361 -0.685 0.34 -0.27 0.13 0.226
H 2.022 0.925 0.880 -0.33 0.66 2.86 0.277
H 2.295 1.574 -0.816 0.21 0.16 0.02 0.227
```
Positions in Å, forces in eV/Å.

=====

3.
One molecule with the formula C3H3N3 in a non-equilibrium geometry. Source: the Open Molecules 2025 dataset; level of theory: wB97M-V/def2-TZVPD.

Gap between HOMO and LUMO ... 10.98 eV
LUMO ... 0.002 hartree
Largest force on an atom ... 0.0356 Eh/bohr
Total energy ... -280.31695 Ha

XYZ file:
```
9
Properties=species:S:1:pos:R:3:forces:R:3:mulliken_charge:R:1
N -1.969 0.385 1.943 1.05 -0.53 -1.05 -0.362
C -1.135 0.060 1.208 -0.65 -0.35 0.22 0.161
C 0.055 -0.172 0.341 0.25 -0.54 -0.22 0.384
N 0.285 1.006 -0.460 0.24 0.29 -0.01 -0.576
C 0.367 -1.368 -0.605 0.55 0.81 -0.23 0.153
N 1.153 -1.700 -1.399 -1.47 -0.37 1.02 -0.450
H 0.884 -0.338 1.032 0.01 0.39 0.24 0.141
H 0.915 0.717 -1.198 -0.04 0.56 -0.08 0.289
H -0.555 1.411 -0.860 0.06 -0.27 0.10 0.259
```
Positions in Å, forces in eV/Å.